# 1
ORCA calculation (ωB97M-V with the def2-TZVPD basis set) on a molecular structure, C27H50N2O2P2Sn at a distorted geometry.

```
84
Properties=species:S:1:pos:R:3:mulliken_charge:R:1
Sn 1.03128 1.12371 -0.74219 0.727
C -0.99617 2.86441 -0.03773 0.236
O -1.88662 3.35047 0.49204 -0.123
C 1.32199 -1.29465 -0.46415 0.299
O 2.19318 -2.02028 -0.19679 -0.148
P 1.66351 1.27458 1.84783 0.373
C 1.16060 0.35152 3.37536 0.585
H 1.84781 0.69143 4.16624 0.755
C 3.50928 0.94318 1.72465 0.989
H 3.51509 -0.00619 1.15514 0.213
C 1.42890 3.05440 2.35064 0.655
H 0.34010 3.09418 2.53929 0.409
C -1.66858 2.05974 -3.19513 0.568
P -1.11757 0.42754 -2.46403 0.718
H -2.99922 -0.71033 -3.41060 1.008
H -2.32048 2.45933 -2.39865 0.420
C -0.23393 -0.38856 -3.91783 0.725
H -0.79876 -0.00418 -4.78176 0.436
C 4.23885 1.99939 0.89137 -1.619
H 4.52267 2.86766 1.50294 0.324
H 3.68270 2.35044 0.00977 0.263
H 5.16776 1.54537 0.51677 0.533
C 4.20822 0.68554 3.06632 -1.445
H 5.28883 0.82996 2.93527 0.437
H 4.06301 -0.34444 3.41231 0.362
H 3.87600 1.36564 3.86217 0.305
C 2.14546 3.40378 3.65664 -1.615
H 1.88824 2.73235 4.48511 0.397
H 1.82992 4.41395 3.95307 0.474
H 3.23718 3.42491 3.53436 0.311
C 1.76688 4.06720 1.24504 -1.388
H 1.15536 4.96610 1.41111 0.438
H 1.55759 3.72444 0.22005 0.204
H 2.82187 4.37273 1.29614 0.422
C -0.27139 0.69374 3.79972 -1.441
H -0.29350 1.58096 4.45133 0.323
H -0.70409 -0.14624 4.36111 0.442
H -0.92498 0.89110 2.93940 0.159
C 1.37702 -1.14615 3.15740 -1.394
H 0.73859 -1.50462 2.34152 -0.153
H 1.10272 -1.68048 4.07868 0.575
H 2.41878 -1.40554 2.93194 0.256
C -2.50383 1.90345 -4.47193 -1.768
H -3.14852 1.01681 -4.48115 0.417
H -1.86687 1.88456 -5.36592 0.448
H -3.15910 2.78195 -4.55519 0.438
C -0.51066 3.04149 -3.40779 -1.474
H 0.16321 2.71177 -4.21069 0.315
C -2.59969 -1.78514 -1.59197 -1.585
H 0.08548 3.22178 -2.50126 0.279
H -0.93707 4.00828 -3.71394 0.464
C -3.87325 0.38854 -1.75805 -1.625
H -2.90553 -1.65676 -0.54990 0.561
H -3.22741 -2.57382 -2.03439 0.379
H -1.56967 -2.15677 -1.56247 -0.076
C -2.75368 -0.47241 -2.36149 0.131
H -4.66046 -0.27148 -1.36437 0.462
H -4.33521 1.05009 -2.50276 0.330
H -3.51126 1.00422 -0.92203 0.297
C -0.32019 -1.91645 -3.90766 -1.463
H 0.20854 -2.34084 -3.04212 0.288
H 0.17224 -2.29781 -4.81314 0.469
H -1.35137 -2.28789 -3.91112 0.354
C 1.23076 0.05531 -4.03301 -1.460
H 1.37719 1.13949 -3.95652 0.191
H 1.61152 -0.26527 -5.01370 0.526
H 1.85560 -0.42695 -3.26735 0.257
H -1.74236 0.33061 0.41468 0.249
H -1.37121 0.51858 1.05095 -0.409
N -2.32682 -3.15697 2.56117 0.017
C -1.94251 -1.93437 2.09369 -0.540
N -1.09328 -2.07395 1.07452 0.124
C -0.94369 -3.43829 0.84003 0.966
C -0.35966 -4.17519 -0.19178 0.156
C -0.55835 -5.55893 -0.22413 -0.977
C -1.29306 -6.22980 0.76887 -0.516
C -1.91617 -5.50164 1.79766 -0.807
C -1.70979 -4.13427 1.79376 0.261
H -2.96991 -3.32289 3.32778 0.282
H -2.33921 -1.02510 2.54693 0.433
H 0.22954 -3.63529 -0.93615 0.121
H -0.11046 -6.13395 -1.04020 0.476
H -1.37861 -7.31316 0.72805 0.485
H -2.52936 -5.92962 2.59225 0.508
```

energy = -60250.1814 eV
net charge = +4
2S+1 = 1
maximum force = 0.115 Eh/bohr
E_LUMO (alpha / beta) = -15.397 / -14.784 eV



# 2
ORCA calculation (ωB97M-V with the def2-TZVPD basis set) on a molecular structure, C27H50N4O4SSbSi2Ti.

```
90
Properties=species:S:1:pos:R:3:mulliken_charge:R:1
Ti -0.13616 0.24220 0.56920 -1.945
N -0.67112 -7.28473 -3.74844 -0.594
C -0.77061 -6.35728 -2.70889 1.104
C -1.63525 -5.26792 -2.81236 -0.933
C -1.70501 -4.33340 -1.79494 -0.339
C -0.90019 -4.46398 -0.67251 -0.357
C -0.03589 -5.54208 -0.56144 -0.214
C 0.02617 -6.48547 -1.57016 -0.802
S -1.05180 -3.28477 0.63366 1.363
O -2.43209 -2.87873 0.65384 -0.786
O -0.46720 -3.86356 1.81310 -0.763
N -0.21602 -1.96894 0.14398 0.148
C 1.09284 -2.06798 -0.17092 0.071
N 1.82215 -3.18823 -0.21256 -0.298
C 3.10253 -3.02692 -0.51883 -0.450
C 3.70404 -1.79685 -0.75039 -1.187
C 2.87430 -0.68913 -0.65567 -0.163
N 1.58717 -0.82871 -0.40176 0.349
H -1.48840 -7.34805 -4.33396 0.231
H -0.33816 -8.19351 -3.46925 0.224
H -2.26193 -5.15715 -3.68954 0.297
H -2.39691 -3.50454 -1.86554 0.374
H 0.58341 -5.63030 0.31952 0.448
H 0.70121 -7.32916 -1.48201 0.266
H 3.69705 -3.93448 -0.56863 0.409
H 4.75588 -1.70297 -0.97181 0.451
H 3.22844 0.32766 -0.77377 0.658
C -2.25390 3.05659 2.66608 -0.802
Si -2.98314 1.35633 2.30935 0.336
C -2.76581 0.29297 3.85203 -0.935
C -4.85843 1.63062 2.15319 -1.191
C -2.26556 0.44657 0.87357 1.609
Si -3.03443 0.57253 -0.78838 0.777
C -3.31777 2.36843 -1.31067 -0.930
C -1.97733 -0.19688 -2.16290 -0.674
C -4.67803 -0.34761 -0.95365 -1.333
H -2.62163 3.40720 3.63546 0.440
H -2.53837 3.78981 1.90819 0.201
H -1.16571 3.02129 2.69203 0.182
H -3.16144 0.78384 4.74553 0.350
H -1.70839 0.08058 4.01336 0.003
H -3.27594 -0.66610 3.73367 0.283
H -5.24314 2.14013 3.04237 0.299
H -5.38341 0.67730 2.05921 0.264
H -5.12188 2.23902 1.28490 0.307
H -2.40155 -0.61778 1.14334 -0.433
H -2.37766 2.84592 -1.58802 0.075
H -3.77914 2.96865 -0.52442 0.238
H -3.97721 2.39627 -2.18426 0.433
H -0.94891 0.16679 -2.23934 0.081
H -2.46408 0.05658 -3.11208 0.511
H -1.94679 -1.28496 -2.07528 -0.085
H -5.48866 0.16767 -0.43421 0.296
H -4.59557 -1.35299 -0.53443 0.286
H -4.95225 -0.43418 -2.00944 0.371
C -0.14652 4.49678 -0.52788 -0.619
O -0.28092 3.24099 0.12141 0.016
C 0.09013 2.12936 -0.59864 0.242
O 0.49691 2.29131 -1.73923 -0.519
H 0.89690 4.71107 -0.77017 0.032
H -0.72734 4.53566 -1.45180 0.306
H -0.51793 5.24132 0.17475 0.238
C 3.23791 5.10467 -2.71595 -1.403
Sb 3.63393 3.24859 -1.71763 0.681
C 3.13663 2.07988 -3.44795 -1.206
C 5.75103 3.31031 -2.13606 -1.358
H 3.79700 5.13625 -3.65167 0.417
H 3.52428 5.95150 -2.09343 0.403
H 2.17233 5.17185 -2.93256 0.371
H 3.96293 2.09775 -4.15948 0.443
H 2.24908 2.52904 -3.89073 0.336
H 2.88192 1.05370 -3.19761 0.267
H 5.91391 3.48356 -3.20056 0.386
H 6.22080 2.36902 -1.85150 0.353
H 6.22444 4.11121 -1.56782 0.348
C 1.63055 -1.25647 3.20657 -1.607
C 1.69714 0.27080 3.15823 2.827
C 3.15183 0.69898 2.91420 -1.668
C 1.25456 0.83414 4.51619 -1.757
C 0.82061 0.82912 2.05586 -0.330
H 2.16430 -1.64247 4.08095 0.520
H 2.09387 -1.70463 2.32323 0.185
H 0.60046 -1.61576 3.25467 0.188
H 3.81185 0.33109 3.70828 0.442
H 3.23454 1.78741 2.87757 0.360
H 3.51574 0.30540 1.96244 0.179
H 1.87321 0.43902 5.32941 0.455
H 0.21561 0.57936 4.72482 0.279
H 1.33499 1.92380 4.52319 0.389
H 0.70097 1.92074 2.12380 0.280
```

energy = -99206.8621 eV
net charge = -1
2S+1 = 1
maximum force = 0.013 Eh/bohr
E_LUMO = 2.463 eV